Computed, not measured: a molecular structure, C4H3HgMgO at a distorted geometry, with the ωB97M-V functional and the def2-TZVPD basis.

Positions of all 10 atoms, in Å:
C 1.994 -0.764 0.874
C 1.611 -0.051 -0.155
H 2.792 -1.508 0.987
H 2.018 0.095 -1.165
Mg 0.519 0.510 1.746
C -0.553 1.175 -0.005
C -1.737 0.624 -0.106
O -2.486 -0.302 -0.301
H -0.394 2.216 -0.297
Hg -3.764 -1.997 -1.578

Values from the calculation:
- Energy: -582.4727 Ha
- HOMO-LUMO gap (spin up / spin down): 6.06 / 4.02 eV
- Spin multiplicity: 3
- HOMO energy (spin up / spin down): -10.2435 / -12.1323 eV
- Net charge: +1


Computed, not measured: a single C4H3IN2 molecule at a distorted geometry, with the ωB97M-V functional and the def2-TZVPD basis.

Positions of all 10 atoms, in Å:
C 1.860 -1.224 0.340
C -0.183 -1.379 -0.720
C -1.284 1.954 0.642
C 1.081 -0.929 -0.748
N 2.502 -1.354 1.282
N -1.386 -1.461 -0.762
I -2.684 0.562 0.090
H -0.759 2.406 -0.303
H -0.672 1.653 1.584
H 1.526 -0.226 -1.404

Values from the calculation:
- Energy: -561.2225 Ha
- HOMO-LUMO gap (spin up / spin down): 5.41 / 5.41 eV
- HOMO energy (spin up / spin down): -8.1790 / -8.1788 eV


> Which formula does entry 2 have?

C4H3IN2